Entry 1:
Density functional theory data (ωB97M-V/def2-TZVPD) for a cluster of 4 separate species, C11H29BFNO5S3 in total in a non-equilibrium geometry.

highest occupied orbital energy = -8.79 eV
Kohn-Sham gap = 9.248 eV
molar mass = 381.366 g mol⁻¹
E = -2186.6667 a.u.

```
51
Properties=species:S:1:pos:R:3:forces:R:3:nbo_charge:R:1
N 0.664 -2.365 -1.199 -0.5951 0.5728 -1.1043 -1.197
B 0.074 -1.663 -2.371 -0.4377 -0.4538 0.3643 1.067
C -1.417 -2.053 -2.787 0.3526 -0.4611 -0.2558 -0.805
C -2.465 -1.447 -1.779 0.1217 -0.4433 -0.0363 -0.412
C -3.623 -0.673 -2.447 0.2441 -0.4204 1.0730 -0.052
O -3.201 0.522 -3.077 -0.1354 -0.1160 -0.4515 -0.732
C 0.981 -0.586 -3.169 0.5157 1.5878 1.0203 -0.905
C 2.176 -0.190 -2.269 -2.8729 0.2070 -1.3496 0.893
O 3.158 -0.780 -2.280 3.6401 -1.7580 0.2580 -0.531
F 2.077 0.873 -1.407 -0.2231 -0.8487 -0.0470 -0.371
H 1.580 -2.757 -1.476 -0.3812 0.3593 0.7443 0.432
H 0.786 -1.720 -0.419 0.2560 -0.2401 -0.0527 0.386
H -1.463 -3.160 -2.670 0.0861 0.6058 -0.1195 0.239
H -1.646 -1.857 -3.855 -0.1060 0.2695 0.6076 0.221
H -2.920 -2.290 -1.217 0.2407 0.5148 -0.2258 0.209
H -1.921 -0.831 -1.032 -0.6517 -0.0426 -0.3624 0.223
H -4.388 -0.461 -1.663 0.3691 -0.0135 -0.4135 0.156
H -4.112 -1.343 -3.182 0.3427 0.6183 0.0588 0.175
H -2.722 1.077 -2.448 -0.0974 -0.2956 0.1125 0.470
H 1.449 -1.008 -4.082 -0.3855 0.1864 0.4656 0.279
H 0.449 0.353 -3.418 -0.1744 -0.6577 -0.1571 0.247
C 3.544 -5.958 0.957 0.1685 -0.0122 0.0024 -0.830
S 2.393 -4.602 0.676 -0.2529 -0.0992 0.0853 1.271
O 2.713 -4.018 -0.652 0.7012 -0.3596 0.1356 -0.995
C 3.079 -3.504 1.926 0.1558 0.0757 0.0373 -0.832
H 3.318 -6.749 0.244 -0.0728 0.0720 -0.0155 0.242
H 4.568 -5.613 0.806 -0.0378 0.0539 -0.0261 0.231
H 3.419 -6.337 1.971 -0.0539 0.0292 -0.0134 0.227
H 4.132 -3.311 1.715 -0.0235 -0.0280 -0.0647 0.232
H 2.969 -3.959 2.911 -0.0449 -0.0276 -0.0357 0.227
H 2.526 -2.566 1.897 -0.0453 -0.0618 -0.0642 0.240
C -1.548 4.037 -0.287 -0.1230 0.0064 0.0765 -0.823
S -1.035 2.635 -1.287 0.2535 0.3854 -0.0114 1.230
O -1.143 1.416 -0.431 0.0089 -0.0133 0.0906 -1.009
C 0.703 3.084 -1.373 -0.1058 0.3289 -0.3122 -0.834
H -2.611 3.940 -0.076 0.0182 -0.0431 -0.0180 0.246
H -0.991 4.045 0.650 0.0332 0.0000 -0.0503 0.228
H -1.373 4.962 -0.837 0.0164 -0.0502 -0.0293 0.236
H 1.118 3.153 -0.367 -0.0705 -0.0594 0.0186 0.230
H 0.806 4.038 -1.891 -0.1581 0.0643 0.0451 0.227
H 1.230 2.311 -1.929 -0.4805 0.6632 0.0805 0.264
C -0.772 4.151 5.516 -0.0427 -0.0182 0.1197 -0.830
S -0.759 4.269 3.719 0.0413 -0.0769 0.0076 1.242
O -1.861 5.189 3.325 0.0115 -0.1172 0.0209 -0.985
C -1.324 2.586 3.412 -0.1000 -0.0599 0.0087 -0.835
H -0.484 5.119 5.924 0.0054 0.0087 -0.0950 0.241
H -1.774 3.894 5.863 -0.0159 0.0123 -0.0839 0.231
H -0.055 3.395 5.836 0.0125 0.0138 -0.0516 0.227
H -2.291 2.426 3.892 0.0109 0.0855 0.0163 0.231
H -0.589 1.879 3.799 0.0311 0.0445 -0.0193 0.228
H -1.426 2.447 2.337 0.0510 0.0118 0.0167 0.252
```
Positions in Å, forces in eV/Å.


Entry 2:
Density functional theory data (ωB97M-V/def2-TZVPD) for a cluster of 2 separate species, C2H4BrN in total in a non-equilibrium geometry.

highest occupied orbital energy (spin up / spin down) = -6.53 / -10.04 eV
energy above the lowest of the compared OMol25 structures with the same formula, charge and spin = 50.1 kcal/mol
Kohn-Sham gap (spin up / spin down) = 7.124 / 7.644 eV
spin multiplicity = 3
<S²> = 2.008
molar mass = 121.965 g mol⁻¹
E = -2707.1202 a.u.

```
8
Properties=species:S:1:pos:R:3:forces:R:3:mulliken_spin:R:1
C -0.977 0.659 -0.030 -4.0587 -0.7344 1.5148 0.437
C -0.119 -0.466 0.309 -0.8842 -0.8133 -3.4121 0.059
N -2.134 0.830 0.385 3.9301 -1.3831 -0.5749 0.339
Br -3.291 2.191 -0.031 -1.5586 1.7999 -0.5749 0.284
H -0.393 2.056 -1.060 0.3384 1.1984 -0.7225 0.867
H -0.731 -1.239 0.693 -0.4006 -1.0356 0.5032 0.010
H 0.486 -0.078 1.016 2.6486 0.7411 2.3340 -0.008
H 0.407 -0.808 -0.613 -0.0148 0.2270 0.9323 0.012
```
Positions in Å, forces in eV/Å.